[1]
79
Properties=species:S:1:pos:R:3:lowdin_spin:R:1 method="wB97M-V/def2-TZVPD" e_above_lowest_ev=0.3970 spin_multiplicity=3 lumo_energy_ev="-14.6 / -14.5" e_tot_ha=-5061.13633 charge=+4 e_homo_ev="-19.21 / -19.08"
C -0.078 5.956 -3.082 0.0661
C -0.190 4.633 -3.568 0.0786
C -0.652 4.473 -4.885 0.0684
C -0.955 5.611 -5.648 -0.0095
N -0.846 6.854 -5.170 0.1117
C -0.413 7.025 -3.916 -0.0089
C 0.181 3.517 -2.773 0.0649
C 0.772 2.830 -1.933 0.1323
C 1.189 2.317 -0.703 -0.0259
C 1.925 2.949 0.302 0.2061
C 1.503 2.995 1.646 -0.0678
C 0.346 2.322 1.969 0.2029
C -0.655 1.937 0.894 -0.0272
C 0.109 1.436 -0.304 0.0662
Mo -0.264 -0.103 0.830 0.9525
P 2.123 -0.954 0.969 -0.0091
H -0.767 3.489 -5.330 0.0016
H 0.273 6.189 -2.081 0.0017
H -1.282 5.505 -6.691 -0.0014
H -0.309 8.069 -3.590 -0.0017
H -0.398 0.946 -1.174 0.0286
H 2.727 3.619 0.011 0.0097
H -1.469 2.669 0.590 0.0074
H 1.958 3.640 2.413 -0.0038
C 2.122 -2.508 1.982 0.0046
C 3.122 -3.571 1.532 0.0006
H 1.099 -2.908 1.983 0.0005
H 2.354 -2.192 3.012 0.0001
H 3.065 -4.445 2.188 0.0002
H 2.946 -3.933 0.514 0.0000
H 4.162 -3.232 1.571 0.0000
C 2.815 -1.408 -0.672 -0.0071
C 3.304 -0.253 -1.541 -0.0031
H 2.008 -1.953 -1.176 -0.0001
H 3.610 -2.158 -0.538 -0.0021
H 3.662 -0.668 -2.496 -0.0001
H 2.495 0.459 -1.751 -0.0025
H 4.137 0.283 -1.065 0.0002
C 3.487 -0.030 1.818 0.0005
C 4.829 -0.762 1.817 -0.0011
H 3.146 0.201 2.840 0.0001
H 3.580 0.925 1.282 0.0012
H 5.615 -0.101 2.188 0.0000
H 4.853 -1.645 2.459 0.0001
H 5.137 -1.072 0.815 0.0000
Br 0.163 1.892 3.774 0.1164
P -1.310 -1.814 -0.251 0.0170
C -0.187 -3.277 -0.849 0.0014
C -0.872 -4.573 -1.182 0.0000
H 0.560 -3.417 -0.050 0.0000
H 0.345 -2.880 -1.716 -0.0001
H -0.147 -5.253 -1.643 0.0000
H -1.233 -5.106 -0.294 0.0000
H -1.689 -4.468 -1.902 0.0000
C -2.486 -2.826 0.850 0.0089
C -3.640 -3.454 0.123 0.0012
H -2.814 -2.128 1.623 -0.0002
H -1.885 -3.577 1.377 0.0005
H -4.351 -3.906 0.809 0.0007
H -4.213 -2.743 -0.460 0.0001
H -3.345 -4.256 -0.551 0.0000
C -2.494 -1.198 -1.534 0.0057
C -2.657 -2.177 -2.689 0.0013
H -2.203 -0.192 -1.853 -0.0003
H -3.449 -1.090 -1.013 0.0001
H -3.246 -1.716 -3.489 0.0005
H -1.697 -2.480 -3.129 0.0001
H -3.215 -3.070 -2.364 0.0000
Cl -3.994 3.243 3.964 0.0004
C -3.299 1.711 3.710 0.0009
C -3.453 0.697 4.655 0.0041
C -2.683 -0.457 4.475 -0.0003
C -1.873 -0.608 3.333 0.0090
N -1.882 0.312 2.337 -0.0057
C -2.566 1.462 2.560 0.0006
H -4.119 0.857 5.520 0.0002
H -2.700 -1.263 5.219 -0.0002
H -1.228 -1.488 3.217 0.0025
H -2.511 2.288 1.892 0.0000

***

[2]
85
Properties=species:S:1:pos:R:3:mulliken_charge:R:1 method="wB97M-V/def2-TZVPD" lumo_energy_ev=-10.3 e_tot_ha=-3204.07334 charge=+2 e_homo_ev=-14.26
C -1.811 5.035 -1.947 -0.4564
C -1.729 4.818 -3.511 -0.7948
C -1.841 3.268 -3.932 0.8892
C -3.329 3.024 -4.378 -1.0776
C -3.779 1.496 -4.451 -1.1369
C -3.177 0.568 -3.360 0.4951
C -3.214 0.907 -1.918 0.1427
Cl -3.997 2.391 -1.291 -0.0950
C -2.623 0.033 -0.910 0.2023
C -1.975 -1.258 -1.259 -0.1833
C -1.928 -1.590 -2.701 0.9856
O -1.275 -2.791 -3.012 -0.6411
C -2.510 -0.717 -3.719 -0.3914
S -2.438 -1.200 -5.493 1.1666
O -3.756 -1.133 -6.090 -0.5314
O -1.429 -0.439 -6.193 -0.5187
F -1.982 -2.772 -5.617 -0.2168
N -1.428 -2.120 -0.254 -0.1811
C -0.572 -1.492 0.649 -0.6757
C 0.755 -2.152 0.896 -0.0040
N 1.128 -3.395 0.223 -0.2183
C 0.470 -4.544 0.938 -0.2548
C 1.486 -5.502 1.697 -0.8985
C 1.754 -5.062 3.177 0.0856
C 1.555 -6.227 4.248 -1.2919
C 1.658 -1.457 1.843 0.3069
C 3.061 -2.106 2.054 -1.0824
C 1.217 -0.135 2.550 1.0205
O 2.021 0.553 3.401 -0.2858
C 2.402 -0.200 4.588 0.2313
C 1.530 0.363 5.792 -1.1357
C -0.116 0.491 2.283 -0.1989
C -0.512 1.841 2.965 -1.4377
C 0.268 2.988 2.152 -0.7507
C -0.032 2.977 0.602 -0.5556
C 1.019 2.216 -0.270 0.2069
O 2.303 2.874 -0.341 -0.4158
C 3.045 2.296 -1.375 0.7175
C 3.921 3.239 -2.291 -0.9542
O 3.082 1.110 -1.602 -0.5031
C -0.985 -0.183 1.352 0.9885
S -2.620 0.427 0.875 -0.1138
H -1.289 6.011 -1.718 0.3884
H -2.888 5.219 -1.664 0.2339
H -1.352 4.211 -1.346 -0.2425
H -2.626 5.347 -3.946 0.3076
H -0.832 5.307 -3.984 0.3986
H -1.520 2.690 -3.025 -0.6859
H -1.087 3.088 -4.741 0.4073
H -3.405 3.412 -5.437 0.4083
H -4.075 3.640 -3.799 0.4295
H -3.589 1.153 -5.497 0.4239
H -4.901 1.487 -4.300 0.2748
H -1.816 -3.526 -2.663 0.3433
H -1.026 -2.978 -0.642 0.2620
H 0.848 -3.358 -0.762 0.4138
H -0.289 -4.190 1.699 0.3408
H -0.069 -5.196 0.193 0.4090
H 1.069 -6.549 1.695 0.4406
H 2.477 -5.472 1.159 0.2595
H 1.101 -4.167 3.496 -0.1140
H 2.843 -4.788 3.256 0.3740
H 2.282 -7.064 4.069 0.3814
H 0.493 -6.573 4.307 0.3508
H 1.827 -5.794 5.253 0.3640
H 3.299 -2.839 1.233 0.4210
H 3.192 -2.579 3.061 0.2286
H 3.816 -1.272 1.924 0.4451
H 3.488 0.031 4.775 0.3228
H 2.266 -1.314 4.481 -0.5067
H 1.371 1.453 5.598 0.3520
H 2.074 0.147 6.746 0.4197
H 0.509 -0.114 5.780 0.3225
H -1.615 2.015 3.005 0.5039
H -0.090 1.861 4.000 0.1212
H -0.055 3.981 2.555 0.4194
H 1.358 2.850 2.365 0.4115
H -1.081 2.628 0.385 0.0862
H -0.010 4.052 0.256 0.6093
H 0.608 2.197 -1.327 0.3242
H 1.190 1.146 0.016 -0.1726
H 4.488 2.583 -3.005 0.3085
H 3.270 3.936 -2.875 0.2707
H 4.617 3.803 -1.620 0.3030
Pt 1.509 -2.910 4.676 0.2031

***

[3]
105
Properties=species:S:1:pos:R:3:mulliken_charge:R:1 method="wB97M-V/def2-TZVPD" e_above_lowest_ev=0.0000 lumo_energy_ev=0.0 e_tot_ha=-4767.89151 e_homo_ev=-10.35
O 3.542 -1.582 1.602 -0.4915
C 3.733 -1.262 0.505 0.4275
O 3.231 -1.906 -0.554 0.1228
C 3.717 -1.192 -1.763 0.0322
C 4.893 -0.313 -1.272 0.3476
F 4.712 0.977 -1.681 -0.3005
O 4.717 -0.342 0.118 -0.3547
H 4.063 -1.853 -2.549 0.0643
H 2.843 -0.589 -2.027 -0.1318
H 5.900 -0.686 -1.495 0.2854
O -1.954 2.259 -1.121 0.0910
C -1.396 3.128 -1.707 0.0216
O -0.312 3.049 -2.504 -0.1925
C 0.164 4.375 -2.758 -0.5754
C -0.946 5.313 -2.324 0.2160
F -1.728 5.612 -3.373 -0.2799
O -1.686 4.449 -1.418 -0.3963
H 1.139 4.429 -2.238 0.3698
H 0.333 4.470 -3.842 0.2806
H -0.729 6.213 -1.773 0.3697
O -0.768 -6.543 -0.211 -0.5581
C 0.101 -5.731 -0.222 0.5149
O 0.503 -5.072 -1.277 -0.4514
C 1.592 -4.143 -0.946 0.5229
C 1.481 -4.107 0.565 0.1759
F 0.631 -3.150 1.069 -0.1032
O 0.884 -5.347 0.852 -0.4411
H 2.571 -4.570 -1.091 0.2529
H 1.437 -3.164 -1.437 -0.3248
H 2.414 -4.026 1.071 0.3443
O -1.311 -2.962 7.606 -0.5688
C -1.163 -2.519 6.470 0.4798
O 0.025 -2.021 6.027 -0.4099
C -0.251 -1.428 4.687 0.1891
C -1.679 -1.908 4.320 1.3288
F -1.764 -2.921 3.433 -0.3206
O -2.156 -2.407 5.544 -0.4053
H -0.099 -0.337 4.751 0.0250
H 0.480 -1.824 3.965 0.1040
H -2.413 -1.177 3.961 -0.5604
O 0.698 -0.903 -2.979 -0.7355
C 0.171 -0.570 -1.974 0.8638
O -0.936 -1.128 -1.338 -0.2936
C -1.278 -0.541 -0.058 1.6283
C -0.119 0.478 0.086 -0.2460
F 0.863 -0.033 0.942 -0.1078
O 0.575 0.510 -1.179 -0.4152
H -2.201 -0.045 -0.181 -1.3541
H -1.233 -1.307 0.740 0.1568
H -0.273 1.461 0.433 0.5072
O 3.840 -4.330 -3.068 -0.4849
C 3.082 -4.096 -3.939 0.4408
O 2.101 -3.147 -3.891 0.1413
C 1.240 -3.333 -5.063 -0.1899
C 2.202 -4.026 -6.000 0.1985
F 3.085 -3.062 -6.599 -0.3141
O 3.079 -4.725 -5.164 -0.3607
H 0.300 -3.838 -4.792 0.2520
H 1.075 -2.284 -5.329 0.1240
H 1.857 -4.607 -6.848 0.3255
O -2.963 0.928 4.394 -0.7288
S -2.757 1.109 2.987 0.8665
O -1.531 0.600 2.427 -0.2076
C -4.129 0.327 2.160 -0.3785
C -5.064 1.508 1.823 -0.9944
C -4.167 2.642 1.370 0.5488
C -3.081 2.753 2.465 -1.1410
H -4.533 -0.365 2.892 0.6850
H -3.742 -0.174 1.270 0.0961
H -5.753 1.119 1.064 0.4411
H -5.659 1.788 2.694 0.2938
H -4.770 3.578 1.244 0.4532
H -3.738 2.370 0.386 -0.5919
H -3.524 3.175 3.366 0.4394
H -2.145 3.239 2.171 0.4535
O -5.480 -0.749 -3.355 -0.8052
S -4.289 -0.020 -2.958 1.0112
O -3.788 -0.046 -1.595 -0.5169
C -2.947 -0.454 -4.054 -0.7124
C -2.068 0.769 -4.096 0.7500
C -3.040 1.995 -4.268 -0.3532
C -4.296 1.695 -3.407 -0.2961
H -3.313 -0.853 -5.008 0.3967
H -2.497 -1.277 -3.543 0.2279
H -1.559 0.849 -3.135 -1.0012
H -1.351 0.590 -4.907 0.5749
H -3.296 2.179 -5.312 0.4218
H -2.494 2.826 -3.741 -0.1941
H -5.338 1.915 -3.714 0.5189
H -4.177 2.101 -2.414 -0.0922
O 4.483 3.992 2.737 -0.6618
S 3.324 3.545 3.496 1.1139
O 2.190 4.424 3.493 -0.6827
C 2.822 1.864 3.149 0.2026
C 3.434 0.995 4.225 -0.3902
C 4.631 1.765 4.777 -0.9202
C 4.033 3.181 5.111 -0.7943
H 3.043 1.606 2.112 0.1765
H 1.747 1.916 3.332 -0.1416
H 2.692 0.809 4.968 0.3275
H 3.786 0.017 3.897 0.1400
H 5.415 1.790 4.021 0.3563
H 5.026 1.205 5.587 0.4830
H 4.731 3.978 5.288 0.4547
H 3.255 3.130 5.840 0.3348

***

[4]
82
Properties=species:S:1:pos:R:3:mulliken_charge:R:1 method="wB97M-V/def2-TZVPD" lumo_energy_ev=-2.4 e_tot_ha=-3121.28305 charge=+1 e_homo_ev=-9.25
Mg 0.083 -0.157 0.570 1.2506
C 5.082 1.058 -0.073 -1.7711
C 3.880 0.651 0.774 0.6398
C 3.177 1.915 1.277 -1.4145
P 2.525 -0.409 0.008 0.2528
C 3.193 -2.163 -0.116 0.4443
C 2.514 -2.836 -1.306 -1.6305
C 4.704 -2.330 -0.204 -1.5273
C 2.317 0.168 -1.689 0.3157
C 3.380 0.258 -2.589 -0.2730
C 3.237 0.860 -3.821 -1.1426
C 2.031 1.484 -4.119 -0.8176
C 0.961 1.364 -3.267 -0.6758
C 1.025 0.603 -2.083 0.0767
N -0.086 0.323 -1.333 1.0085
C -1.327 0.338 -1.925 -0.5696
C -1.532 -0.020 -3.272 -0.2861
C -2.773 0.045 -3.863 -0.9972
C -3.885 0.435 -3.130 -1.0750
C -3.737 0.683 -1.780 -0.5817
C -2.484 0.639 -1.170 0.0644
P -2.252 0.853 0.607 0.6566
C -2.809 2.620 0.942 0.6024
C -4.153 3.081 0.383 -1.6632
C -1.720 3.524 0.362 -1.4150
C -3.444 -0.374 1.417 0.7051
C -4.819 0.102 1.868 -1.6647
C -3.578 -1.598 0.514 -1.9690
H 5.782 1.604 0.559 0.4988
H 4.781 1.712 -0.889 0.3966
H 5.615 0.204 -0.474 0.3208
H 4.239 0.067 1.635 0.6330
H 2.712 2.440 0.437 0.2737
H 3.892 2.593 1.744 0.5505
H 2.412 1.661 2.011 0.2667
H 2.846 -2.645 0.810 0.5223
H 3.013 -2.556 -2.230 0.4063
H 1.476 -2.520 -1.388 0.2173
H 2.546 -3.920 -1.209 0.4604
H 5.085 -1.903 -1.128 0.2288
H 4.953 -3.391 -0.208 0.4768
H 5.208 -1.870 0.642 0.3997
H 4.334 -0.173 -2.329 0.3235
H 4.054 0.877 -4.523 0.4755
H 1.928 2.057 -5.028 0.4268
H 0.033 1.861 -3.508 0.6360
H -0.688 -0.355 -3.857 0.6529
H -2.883 -0.215 -4.906 0.4320
H -4.852 0.523 -3.600 0.4888
H -4.608 0.921 -1.190 0.4851
H -2.819 2.711 2.037 0.6450
H -4.129 3.087 -0.705 0.3511
H -4.343 4.102 0.714 0.4893
H -4.980 2.464 0.715 0.3196
H -1.800 3.547 -0.724 0.3473
H -0.714 3.173 0.600 0.1586
H -1.832 4.539 0.737 0.5051
H -2.888 -0.676 2.318 0.3900
H -5.457 0.334 1.020 0.2761
H -4.748 0.970 2.517 0.4026
H -5.299 -0.700 2.427 0.4673
H -4.302 -1.414 -0.276 0.3842
H -3.909 -2.462 1.088 0.5106
H -2.625 -1.834 0.045 0.5371
N 0.379 2.252 3.242 -0.2519
C 0.328 0.953 3.572 0.0033
N 0.169 -0.002 2.706 0.4131
C 0.153 -1.234 3.301 -0.8342
C 0.319 -1.213 4.652 -0.3264
S 0.501 0.403 5.226 -0.2067
C -0.080 -2.382 2.460 -0.9361
C -0.188 -3.677 2.857 -0.1957
S -0.523 -4.705 1.510 -0.2442
C -0.512 -3.290 0.485 -0.3160
N -0.263 -2.178 1.116 0.6883
N -0.792 -3.376 -0.821 -0.0671
H 0.049 2.519 2.325 -0.0353
H 0.437 2.944 3.966 0.2267
H 0.340 -2.032 5.339 0.4793
H -0.100 -4.096 3.839 0.4926
H -0.978 -4.270 -1.242 0.1933
H -0.781 -2.549 -1.399 0.0180

***

[5]
99
Properties=species:S:1:pos:R:3:lowdin_spin:R:1 method="wB97M-V/def2-TZVPD" e_above_lowest_ev=2.6027 spin_multiplicity=2 lumo_energy_ev="-2.8 / -9.6" e_tot_ha=-3199.34853 charge=+1 e_homo_ev="-12.63 / -12.63"
C 4.095 -2.293 1.682 0.0000
C 2.766 -2.477 1.119 0.0000
O 2.163 -3.293 2.026 0.0000
C 3.137 -4.007 2.772 0.0000
O 2.938 -4.989 3.492 0.0000
O 4.364 -3.402 2.571 0.0000
H 3.950 -1.433 2.337 0.0000
H 4.931 -2.178 0.993 0.0000
H 2.931 -2.950 0.151 0.0000
H 2.229 -1.533 1.021 0.0000
C 5.258 0.762 -3.352 0.0000
C 5.544 0.574 -1.859 0.0000
O 4.226 0.782 -1.278 0.0000
C 3.387 1.269 -2.206 0.0000
O 2.298 1.707 -2.046 0.0000
O 4.076 1.610 -3.275 0.0000
H 5.143 -0.132 -3.964 0.0000
H 6.171 1.292 -3.624 0.0000
H 6.297 1.223 -1.413 0.0000
H 5.779 -0.491 -1.841 0.0000
C -4.741 2.495 1.176 0.0153
C -4.570 1.096 0.588 0.0794
O -4.625 0.268 1.764 0.5052
C -4.445 1.086 2.885 0.0069
O -4.212 0.610 3.946 0.2344
O -4.836 2.301 2.584 0.0408
H -5.722 2.882 0.898 0.0138
H -3.937 3.169 0.880 0.0046
H -3.624 0.911 0.078 0.0338
H -5.473 0.898 0.010 0.0445
C 0.687 0.268 -0.376 0.0005
C -0.116 1.495 -0.285 0.0006
O -1.283 1.055 0.160 0.0036
C -1.147 -0.241 0.682 0.0015
O -2.066 -0.915 1.101 0.0115
O 0.033 -0.725 0.309 0.0011
H 1.651 0.606 0.004 0.0003
H 0.660 0.015 -1.436 0.0000
H -0.141 2.025 -1.237 0.0000
H 0.212 2.284 0.391 0.0001
C 0.008 5.741 1.556 0.0000
C -1.055 5.107 0.650 0.0000
O -0.815 5.547 -0.718 0.0000
C -0.003 6.577 -0.701 0.0000
O 0.066 7.465 -1.550 0.0000
O 0.427 6.674 0.587 0.0000
H 0.844 5.102 1.840 0.0000
H -0.360 6.467 2.282 0.0000
H -2.026 5.483 0.972 0.0000
H -1.040 4.017 0.643 0.0000
C -2.417 -2.224 -1.675 0.0000
C -3.729 -2.390 -0.982 -0.0001
O -4.693 -2.300 -2.021 0.0001
C -4.060 -2.445 -3.156 0.0000
O -4.578 -2.384 -4.207 0.0000
O -2.786 -2.582 -3.005 0.0000
H -1.850 -3.107 -1.380 0.0000
H -1.811 -1.326 -1.563 0.0000
H -3.971 -1.772 -0.118 -0.0002
H -3.965 -3.432 -0.768 0.0000
C -0.721 -5.879 1.391 0.0000
C -1.278 -5.213 2.690 0.0000
C -1.117 -3.718 2.555 0.0000
O -2.469 -3.233 2.269 0.0003
C -3.387 -4.289 2.420 0.0000
O -4.603 -4.171 2.435 0.0001
O -2.697 -5.354 2.754 0.0000
H -1.475 -5.597 0.656 0.0000
H -0.800 -6.957 1.533 0.0000
H 0.247 -5.437 1.156 0.0000
H -0.774 -5.577 3.585 0.0000
H -0.582 -3.577 1.616 0.0000
H -0.808 -3.317 3.520 0.0000
C 4.111 2.880 1.568 0.0000
C 3.184 1.896 2.143 0.0000
C 3.339 1.428 3.572 0.0000
O 2.074 1.831 4.179 0.0000
C 1.324 2.539 3.432 0.0000
O 0.150 2.913 3.578 0.0000
O 1.892 2.604 2.143 0.0000
H 4.253 3.719 2.249 0.0000
H 3.819 3.074 0.536 0.0000
H 5.104 2.450 1.436 0.0000
H 3.011 1.126 1.391 0.0000
H 4.183 1.909 4.066 0.0000
H 3.591 0.393 3.804 0.0000
C 0.024 -1.246 -4.316 0.0000
C -0.751 0.081 -4.504 0.0000
C -2.052 -0.080 -5.329 0.0000
O -2.886 0.774 -4.501 0.0002
C -2.314 1.044 -3.268 0.0001
O -2.746 1.636 -2.286 0.0013
O -1.217 0.304 -3.268 0.0001
H 0.694 -1.271 -3.458 0.0000
H 0.433 -1.578 -5.270 0.0000
H -0.676 -2.065 -4.151 0.0000
H -0.147 0.912 -4.869 0.0000
H -2.346 -1.128 -5.276 0.0000
H -1.762 0.334 -6.295 0.0000